A structure of composition C6H9NO at a distorted geometry. Source: OMol25; level of theory: ωB97M-V/def2-TZVPD.

Computed properties:
Relative energy (zero: lowest compared OMol25 entry of this formula, charge and spin) (kcal per mole): 50.9
Molecular weight (Da): 111.14
HOMO energy (eV): -7.37

Atoms and positions in Å:
H (1.994, -0.558, 1.075)
H (-2.174, 0.826, 2.143)
C (0.277, 0.159, -1.410)
C (-0.947, 1.382, -0.363)
C (-0.893, 0.296, 0.508)
C (0.194, -0.365, -0.082)
C (1.232, -1.190, 0.606)
O (-1.181, 2.535, -0.528)
H (2.144, 0.991, -1.498)
H (1.472, 0.678, -2.984)
N (1.526, 0.385, -2.020)
H (-2.640, -0.670, 1.328)
H (-1.233, -0.652, 2.388)
H (0.783, -1.794, 1.396)
H (-0.507, -0.113, -2.105)
H (1.738, -1.842, -0.106)
C (-1.786, -0.067, 1.651)

---

An isolated molecule of C6H9NO at a distorted geometry. Source: OMol25; level of theory: ωB97M-V/def2-TZVPD.

Computed properties:
Relative energy (zero: lowest compared OMol25 entry of this formula, charge and spin) (kcal per mole): 95.6
Molecular weight (Da): 111.14
SMILES: O=C1[C@@H]2CCC[C@H]1N2
HOMO energy (eV): -9.28

Atoms and positions in Å:
C (1.268, -1.214, 0.018)
H (-1.013, 2.056, 0.194)
H (1.351, 1.782, 0.717)
H (2.037, -1.679, 0.723)
N (-0.269, 0.179, 1.393)
C (1.001, 1.210, -0.167)
H (-0.850, -1.593, 0.944)
H (1.213, -1.997, -0.649)
C (-0.433, 1.143, 0.125)
H (1.264, 2.063, -0.952)
C (-1.153, -0.189, -0.368)
O (-2.334, -0.283, -0.858)
C (1.657, -0.005, -0.727)
H (2.798, 0.055, -0.526)
C (-0.148, -0.964, 0.542)
H (-1.050, 0.541, 1.940)
H (1.651, -0.098, -1.818)

---

A structure of composition C6H9NO at a distorted geometry. Source: OMol25; level of theory: ωB97M-V/def2-TZVPD.

Computed properties:
Relative energy (zero: lowest compared OMol25 entry of this formula, charge and spin) (kcal per mole): 114.2
Molecular weight (Da): 111.14
HOMO energy (eV): -8.44

Atoms and positions in Å:
H (-1.787, -1.541, 0.456)
C (-0.361, 1.262, 0.508)
N (0.767, 1.215, -0.401)
H (-1.274, 0.760, -1.494)
C (1.709, 0.214, -0.164)
C (-0.257, -0.230, 1.062)
O (-0.149, -1.407, -0.765)
H (2.137, -0.171, -1.165)
C (-1.523, 0.676, -0.338)
C (-1.123, -0.842, -0.023)
C (0.830, -0.955, 0.399)
H (-0.291, -0.375, 2.123)
H (2.539, 0.543, 0.550)
H (0.630, 1.331, -1.468)
H (1.498, -1.790, 0.811)
H (-0.574, 2.323, 0.926)
H (-2.705, 0.918, -0.480)

---

A cluster of 2 separate species, C6H9NO2 in total at a distorted geometry. Source: OMol25; level of theory: ωB97M-V/def2-TZVPD.

Computed properties:
Relative energy (zero: lowest compared OMol25 entry of this formula, charge and spin) (kcal per mole): 84.0
Molecular weight (Da): 127.14
SMILES: C=NC(C)=O.C=CC=O
HOMO energy (eV): -9.57

Atoms and positions in Å:
H (2.051, 1.744, 0.304)
C (1.009, 0.526, -1.094)
O (-1.209, 1.405, -1.939)
C (0.216, -0.312, 1.953)
C (-0.531, 1.225, -0.940)
H (1.154, -0.741, 2.308)
H (0.335, 0.760, 1.797)
H (-0.562, -0.444, 2.710)
H (1.059, -0.171, -1.924)
C (-2.138, -1.246, -0.622)
H (3.088, 0.714, -0.813)
C (2.096, 1.065, -0.542)
O (0.333, -2.011, 0.240)
H (-0.449, 1.969, -0.135)
H (-3.114, -0.902, -0.974)
H (-1.677, -2.069, -1.179)
C (-0.213, -1.015, 0.690)
N (-1.448, -0.497, 0.159)

---

An isolated molecule of C6H9NO2 at a distorted geometry. Source: OMol25; level of theory: ωB97M-V/def2-TZVPD.

Computed properties:
Relative energy (zero: lowest compared OMol25 entry of this formula, charge and spin) (kcal per mole): 43.2
Molecular weight (Da): 127.14
SMILES: CN(C=O)C1(C=O)CC1
HOMO energy (eV): -9.52

Atoms and positions in Å:
C (-1.797, 0.182, -0.923)
C (1.370, -0.433, -1.255)
H (2.081, 0.240, -1.715)
H (1.199, -1.992, 0.307)
C (1.534, -0.929, 0.150)
O (-0.021, 2.466, 0.143)
H (-1.554, 0.509, 1.934)
C (0.497, 0.165, -0.073)
C (-1.366, -0.491, 1.340)
H (-2.251, -1.075, 1.464)
H (2.494, -0.660, 0.726)
H (-1.293, 0.504, -1.883)
H (1.869, 1.928, 0.411)
C (0.825, 1.607, 0.152)
N (-0.888, -0.176, 0.025)
H (0.852, -1.046, -1.916)
O (-2.999, 0.229, -0.796)
H (-0.552, -1.027, 1.909)

---

An isolated molecule of C6H9NO2 at a distorted geometry. Source: OMol25; level of theory: ωB97M-V/def2-TZVPD.

Computed properties:
Relative energy (zero: lowest compared OMol25 entry of this formula, charge and spin) (kcal per mole): 93.0
Molecular weight (Da): 127.14
HOMO energy (eV): -8.23

Atoms and positions in Å:
C (0.546, 1.452, 0.440)
H (-2.466, -0.412, 0.855)
H (1.396, -1.310, -1.892)
C (1.696, 0.558, 0.812)
O (-1.371, 1.658, 1.846)
H (-2.158, -0.045, -1.568)
H (0.753, 2.464, 0.888)
C (1.277, -1.702, -0.018)
H (0.686, 1.673, -0.622)
H (-0.302, -0.054, -1.268)
C (-0.844, 1.001, 0.974)
H (2.638, 0.799, 1.424)
H (-1.149, -1.402, -1.372)
C (-1.420, -0.335, 0.462)
O (1.204, -2.069, -1.292)
C (-1.351, -0.448, -1.001)
N (1.694, -0.640, 0.443)
H (-0.828, -1.187, 0.890)

---

An isolated molecule of C6H9NO2 at a distorted geometry. Source: OMol25; level of theory: ωB97M-V/def2-TZVPD.

Computed properties:
Relative energy (zero: lowest compared OMol25 entry of this formula, charge and spin) (kcal per mole): 71.8
Molecular weight (Da): 127.14
HOMO energy (spin up / spin down) (eV): -7.62 / -6.59

Atoms and positions in Å:
H (2.545, -1.109, 1.469)
H (-0.800, 1.280, 0.953)
N (1.781, -0.781, 0.902)
H (-1.896, -2.252, -0.430)
C (0.960, 0.182, 1.395)
C (-0.170, 0.894, -1.985)
H (-1.223, -1.867, 1.174)
C (0.511, 1.497, -0.789)
C (-1.681, -1.451, 0.277)
C (-0.081, 0.676, 0.388)
H (1.597, 1.365, -0.850)
H (-0.564, 1.315, -2.897)
H (1.679, -1.131, -0.033)
O (1.066, 0.627, 2.516)
H (-2.629, -0.986, 0.573)
O (-0.635, -0.379, -1.629)
H (0.321, 2.567, -0.687)
C (-0.781, -0.447, -0.346)

---

An isolated molecule of C6H9NO2 at a distorted geometry. Source: OMol25; level of theory: ωB97M-V/def2-TZVPD.

Computed properties:
Relative energy (zero: lowest compared OMol25 entry of this formula, charge and spin) (kcal per mole): 132.0
Molecular weight (Da): 127.14
SMILES: C#C[C@H](N)CCC(=O)O
HOMO energy (eV): -9.81

Atoms and positions in Å:
N (1.690, 1.577, 0.634)
O (-2.400, -1.379, 0.575)
H (4.629, -1.764, 0.088)
H (2.723, 1.767, 0.769)
H (0.333, -0.450, 1.267)
C (3.651, -1.198, -0.177)
C (-0.986, 0.471, -0.252)
H (-0.966, 0.511, -1.257)
C (1.487, 0.471, -0.228)
O (-3.484, 0.362, -0.294)
H (0.538, -1.006, -0.597)
C (0.255, -0.279, 0.023)
H (1.177, 2.181, 0.166)
H (-3.027, 1.147, -0.693)
C (-2.337, -0.259, -0.023)
H (1.580, 0.852, -1.379)
H (-0.885, 1.501, 0.389)
C (2.787, -0.480, -0.249)

---

A structure of composition C6H9NO2 at a distorted geometry. Source: OMol25; level of theory: ωB97M-V/def2-TZVPD.

Computed properties:
Relative energy (zero: lowest compared OMol25 entry of this formula, charge and spin) (kcal per mole): 124.7
Molecular weight (Da): 127.14
HOMO energy (eV): -9.19

Atoms and positions in Å:
H (0.402, -1.062, 3.044)
C (0.406, -0.171, 1.065)
H (0.152, -0.697, -2.780)
H (1.564, 0.287, 2.824)
C (0.572, -0.093, 2.558)
O (1.578, -0.240, 0.335)
C (-0.697, -1.277, -0.012)
H (-0.129, 0.617, 3.002)
H (-1.179, 1.600, -1.332)
C (0.151, 0.327, -2.402)
H (2.213, -0.822, 0.782)
C (-0.782, 0.468, 0.503)
H (-1.879, 0.018, -1.627)
H (1.134, 0.597, -2.011)
N (-1.032, -2.322, -0.412)
H (-0.010, 0.995, -3.258)
O (-1.517, 1.237, 1.127)
C (-0.949, 0.537, -1.405)

---

An isolated molecule of C6H9NO2 at a distorted geometry. Source: OMol25; level of theory: ωB97M-V/def2-TZVPD.

Computed properties:
Relative energy (zero: lowest compared OMol25 entry of this formula, charge and spin) (kcal per mole): 50.3
Molecular weight (Da): 127.14
SMILES: C#CC(C)(C)NC(=O)O
HOMO energy (eV): -9.96

Atoms and positions in Å:
C (-0.315, 1.524, 0.218)
C (-0.723, -0.386, -1.263)
N (0.363, -0.649, 0.956)
H (1.556, 1.109, -1.692)
C (1.618, 0.445, -0.833)
C (-0.821, -1.286, 1.523)
H (2.034, -0.510, -1.147)
H (-1.158, 3.456, 1.007)
H (-0.838, 0.303, -2.098)
H (0.070, -2.341, 0.420)
C (0.222, 0.239, -0.231)
H (-0.312, -1.321, -1.644)
C (-0.744, 2.545, 0.675)
H (-1.704, -0.576, -0.833)
H (0.817, -0.111, 1.693)
H (2.286, 0.893, -0.099)
O (-1.536, -0.841, 2.365)
O (-0.815, -2.494, 0.982)

---

An isolated molecule of C6H9NO2S at a distorted geometry. Source: OMol25; level of theory: ωB97M-V/def2-TZVPD.

Computed properties:
Relative energy (zero: lowest compared OMol25 entry of this formula, charge and spin) (kcal per mole): 94.2
Molecular weight (Da): 159.21
SMILES: Cc1occc1[S@](C)(=N)=O
HOMO energy (eV): -8.80

Atoms and positions in Å:
H (-2.594, 0.964, 0.447)
H (-0.623, -3.017, 0.093)
O (1.740, 1.814, -0.801)
S (-1.147, -0.684, 0.477)
N (-2.458, 0.005, 0.029)
C (0.488, 0.075, -0.381)
H (1.953, 1.655, -2.815)
H (-1.667, -2.615, -1.103)
H (1.870, 0.568, 2.100)
H (0.513, -0.786, -2.382)
H (0.327, 1.493, 2.050)
H (-2.447, -2.582, 0.511)
C (1.539, 1.134, -2.003)
C (0.741, 0.082, -1.729)
C (1.282, 1.427, 1.640)
C (1.139, 1.170, 0.155)
H (1.712, 2.490, 1.827)
C (-1.486, -2.395, -0.015)
O (-0.883, -0.798, 1.902)